A structure of composition C5H5InO3 at a distorted geometry. Source: OMol25; level of theory: ωB97M-V/def2-TZVPD.

Geometry as ORCA input:
```
! wB97M-V def2-TZVPD RIJCOSX def2/J DEFGRID3
* xyz 1 2
O -0.68365 -1.85733 0.09676
C 0.54315 -1.60840 0.21112
O 0.98554 -0.97014 1.31848
In -1.92736 -0.39214 -0.47527
H 1.26460 -2.31020 -0.24652
O -1.14175 2.66357 -0.39945
C -0.75167 1.36328 -0.66419
C 0.52718 1.05881 -0.71884
C 1.58568 0.20145 -0.55389
C 2.06808 -0.12781 0.85341
H -2.09933 2.69697 -0.34626
H 2.28618 0.02389 -1.37715
H 3.00401 -0.70568 0.84028
H 2.14447 0.71213 1.55479
*
```

Its HOMO-LUMO gap (spin up / spin down) is 7.80 / 7.15 eV. The total energy comes out at -16570.4483 eV. The LUMO energy (spin up / spin down) is -5.157 / -6.631 eV. The calculation puts the largest force on an atom at 3.4 eV/Å.

Here are the Mulliken charges for atoms 1 to 8, given in e: O -0.514; C 0.300; O -0.244; In 0.713; H 0.404; O -0.434; C -0.209; C 0.290



A cluster of 5 separate species, C34H52Br2F5N2O8 in total at a distorted geometry. Source: OMol25; level of theory: ωB97M-V/def2-TZVPD.

Geometry as ORCA input:
```
! wB97M-V def2-TZVPD RIJCOSX def2/J DEFGRID3
* xyz 1 1
C 6.26831 1.55889 -2.02964
C 5.67816 0.30173 -2.63475
O 6.07821 -0.78693 -2.35049
O 4.63278 0.53991 -3.48338
C 4.64897 -0.25236 -4.67535
C 3.23482 -0.63792 -5.14205
C 2.12823 0.25832 -4.57108
C 1.83294 -0.14190 -3.10977
C 0.56175 -0.93244 -2.83090
C -0.23557 -1.77005 -3.75228
C -1.71029 -1.34657 -3.54934
C -2.76845 -2.41542 -4.09739
O -2.33628 -2.07256 -2.60641
N 0.20460 -0.75216 -1.60821
C 1.12316 0.12313 -0.87015
N 2.23643 -0.85150 -0.43134
C 1.83605 -1.88116 0.11148
O 1.57816 -2.73217 0.87127
C 0.70983 0.75997 0.45285
Br 2.14075 1.02494 1.70242
C -0.49491 1.18115 0.82168
C -0.76651 1.79536 2.15921
Br -1.97459 1.00941 -0.36873
C 1.85924 0.91022 -1.97005
C 1.49833 2.35497 -2.28565
F 2.55256 2.90486 -2.92487
F 1.32431 3.08120 -1.18103
C 0.25952 2.57688 -3.21308
F -0.32218 3.71617 -2.86094
F 0.56523 2.70004 -4.49647
F -0.67457 1.62738 -3.08273
H 6.82129 1.32118 -1.12945
H 5.42238 2.18229 -1.72527
H 6.85618 2.06797 -2.78944
H 5.23842 -1.16329 -4.58820
H 5.13914 0.33855 -5.45348
H 3.24953 -0.65350 -6.23106
H 3.07334 -1.68114 -4.84745
H 1.25065 0.14118 -5.21023
H 2.44444 1.29123 -4.68089
H 2.59595 -0.90518 -2.91495
H -0.23317 -2.82871 -3.49576
H -0.03146 -1.57230 -4.80112
H -1.95644 -0.30180 -3.68997
H -1.90841 -2.90217 -4.66486
H -3.12255 -3.39388 -3.74653
H -0.65681 -1.20470 -1.29562
H -1.79420 2.12969 2.26521
H -0.10678 2.65140 2.30526
H -0.51684 1.10314 2.96307
H 2.90527 0.92257 -1.66740
C -2.63742 3.76230 -5.83981
C -3.36333 3.71996 -7.17856
C -3.68828 2.23578 -7.30184
O -3.84912 1.73594 -5.96575
C -3.38963 2.72178 -5.03887
H -2.64101 4.74542 -5.37134
H -1.59821 3.44693 -5.96753
H -4.28277 4.30595 -7.11858
H -2.77658 4.09537 -8.01493
H -2.86186 1.68914 -7.76926
H -4.59591 2.04547 -7.87380
H -4.26553 3.15402 -4.54359
H -2.76534 2.24265 -4.28285
C -4.54752 3.90568 4.61721
C -5.36709 2.63076 4.75348
C -4.30507 1.55634 4.58560
O -3.07699 2.10413 5.09284
C -3.24760 3.51404 5.30054
H -5.01547 4.78003 5.06620
H -4.36632 4.12077 3.56049
H -5.80192 2.57267 5.75353
H -6.17356 2.54720 4.02680
H -4.15145 1.30888 3.52764
H -4.54685 0.64042 5.12624
H -3.29622 3.69456 6.37897
H -2.38389 4.04642 4.89859
C 4.80436 -5.35764 3.20846
C 4.03391 -4.83387 2.00284
C 4.85575 -5.38479 0.84579
O 5.42622 -6.61141 1.29898
C 5.25407 -6.72547 2.71579
H 4.21286 -5.40857 4.12122
H 5.67268 -4.72293 3.40004
H 3.02910 -5.26352 1.98793
H 3.94016 -3.74842 1.97810
H 5.67329 -4.70500 0.58016
H 4.25661 -5.57164 -0.04778
H 4.49037 -7.48658 2.90663
H 6.18937 -7.05236 3.16976
C -2.99105 -1.24509 9.57855
C -2.00215 -0.71934 8.54838
C -2.62454 -1.19927 7.24672
O -4.04392 -1.23198 7.45250
C -4.31524 -1.07655 8.85213
H -2.95894 -0.71631 10.52981
H -2.80101 -2.30376 9.77023
H -1.98272 0.37293 8.57305
H -0.98472 -1.08081 8.69145
H -2.29788 -2.21552 6.99901
H -2.39147 -0.54305 6.40613
H -4.72909 -0.07455 9.00859
H -5.06000 -1.81105 9.15946
*
```

Its HOMO-LUMO gap is 6.50 eV. The total energy comes out at -209119.9884 eV. The LUMO energy is -4.252 eV. The calculation puts the largest force on an atom at 2.9 eV/Å.

Here are the Mulliken charges for atoms 1 to 8, given in e: C -1.000; C 0.813; O -0.559; O -0.183; C -0.695; C -1.190; C -1.437; C -0.290



A cluster of 3 separate species, C9H22N3O9P in total. Source: OMol25; level of theory: ωB97M-V/def2-TZVPD.

Geometry as ORCA input:
```
! wB97M-V def2-TZVPD RIJCOSX def2/J DEFGRID3
* xyz 0 1
C 5.05050 0.56523 1.05581
C 3.69821 0.38973 1.71627
O 2.72092 1.12476 0.96407
P 1.26260 1.31488 1.58583
O 1.28160 1.94156 2.91698
C 0.46055 -0.31051 1.56404
C -0.85685 -0.39884 0.78778
O -1.74458 -1.27680 1.53051
C -2.98103 -0.80551 1.77352
N -3.67171 -0.37444 0.57569
O -3.45770 -0.81576 2.86059
O 0.52483 2.11667 0.43860
C 0.71532 3.54925 0.34605
C -0.16691 4.32162 1.32271
H 5.83927 0.31115 1.76539
H 5.17868 1.59957 0.73806
H 5.15657 -0.08525 0.18742
H 3.42246 -0.67036 1.73654
H 3.71228 0.74217 2.74992
H 1.17097 -1.02082 1.13782
H 0.28030 -0.56246 2.60895
H -1.32583 0.57359 0.65930
H -0.70806 -0.84555 -0.19146
H -3.94707 0.59652 0.70274
H -4.54832 -0.89004 0.56226
H 0.46093 3.78451 -0.68556
H 1.77387 3.77894 0.47399
H -0.55365 3.65650 2.09245
H -0.99982 4.80161 0.80875
H 0.41114 5.09067 1.83437
C 0.76253 -2.17081 -3.30572
N 0.61253 -0.85651 -2.62528
O 1.60858 -0.27217 -2.25568
O -0.52512 -0.45874 -2.45904
H 1.81823 -2.40491 -3.37353
H 0.22893 -2.89738 -2.70115
H 0.29357 -2.09514 -4.28099
C -3.72535 -2.64700 -1.90677
N -2.72622 -3.47695 -2.63391
O -2.52096 -4.60728 -2.24355
O -2.15861 -2.94674 -3.56848
H -4.13747 -3.24614 -1.10352
H -3.20688 -1.76625 -1.53330
H -4.48328 -2.35658 -2.62843
*
```

Its HOMO-LUMO gap is 10.40 eV. The total energy comes out at -41872.8574 eV. Its SMILES is CCOP(=O)(CCOC(N)=O)OCC.C[N+](=O)[O-].C[N+](=O)[O-]. The LUMO energy is 0.134 eV. The calculation puts the largest force on an atom at 0.7 eV/Å.

Here are the Mulliken charges for atoms 1 to 8, given in e: C -1.267; C -0.245; O -0.244; P 0.935; O -0.856; C -0.689; C 0.013; O -0.339



An isolated molecule of C3H6S3 at a distorted geometry. Source: OMol25; level of theory: ωB97M-V/def2-TZVPD.

Geometry as ORCA input:
```
! wB97M-V def2-TZVPD RIJCOSX def2/J DEFGRID3
* xyz 0 1
C -0.04906 -0.92191 -0.11133
C -0.10124 0.50376 -0.57034
C 0.84191 0.10669 0.51826
H -2.30511 -1.56010 -0.18253
H 0.44770 -1.64701 -0.78790
H -0.99005 1.05238 -0.29388
H 1.03635 2.09857 -1.97548
H 1.90614 0.04211 0.24969
H -0.58017 0.40137 2.36522
S -1.39201 -1.65827 0.81758
S 0.48281 0.85465 -2.22760
S 0.70273 0.72777 2.19830
*
```

For the relative energy (zero: lowest compared OMol25 entry of this formula, charge and spin), the calculation gives 22.4 kcal/mol. Its HOMO-LUMO gap is 9.56 eV. The total energy comes out at -35712.8894 eV. Its SMILES is S[C@H]1[C@H](S)[C@H]1S. The LUMO energy is 0.689 eV. The calculation puts the largest force on an atom at 1.2 eV/Å.

Here are the Mulliken charges for atoms 1 to 8, given in e: C -0.388; C -0.232; C -0.194; H 0.134; H 0.392; H 0.403; H 0.132; H 0.311